Formula: C4H2OS
Source: the Open Molecules 2025 dataset
Level of theory: ωB97M-V with the def2-TZVPD basis set

The geometry in XYZ format:
```
8
Properties=species:S:1:pos:R:3:forces:R:3
O -3.8786 0.4086 -0.0763 0.67 0.13 0.32
C -2.7274 0.1815 0.0183 -3.99 0.64 -0.50
C -1.5433 -0.1674 0.0158 4.76 -1.34 0.14
C -0.2122 -0.4028 -0.0306 -1.97 -2.57 -0.69
C 0.7167 0.6407 0.0650 4.71 1.68 0.92
S 2.3890 0.2812 -0.0544 -2.89 0.73 0.07
H 0.2445 -1.4828 -0.2168 -1.11 2.36 0.45
H 0.4711 1.7091 0.3760 -0.17 -1.64 -0.72
```
Positions in Å, forces in eV/Å.

Calculated values
E_LUMO (alpha / beta) in hartree: -0.0964 / -0.0965
HOMO level (alpha / beta) in eV: -9.51 / -9.51
Structure (SMILES): O=C=C=CC=S
2S+1: 1
Energy above the lowest of the compared OMol25 structures with the same formula, charge and spin in kcal per mole: 8.8